The following is a quantum chemistry calculation of C26H48LaOP2 as an isolated structure in a non-equilibrium geometry, from the Open Molecules 2025 dataset.

Last column: Mulliken charge in e.
Cartesian coordinates (Å):
La  -0.50  1.78  -0.39  1.66
C  -0.86  -2.22  2.86  -0.02
C  0.45  -2.51  2.36  0.72
C  0.67  -0.93  4.00  0.70
C  -0.70  -1.23  3.88  0.73
C  1.38  -1.70  3.08  0.27
C  -2.12  -2.81  2.37  -0.93
H  -2.10  -2.83  1.27  -0.01
H  -2.96  -2.19  2.72  0.29
H  -2.26  -3.83  2.74  0.31
C  -1.80  -0.60  4.64  -1.29
H  -2.77  -1.03  4.37  0.40
H  -1.84  0.49  4.43  0.07
H  -1.66  -0.72  5.73  0.31
C  1.23  0.08  4.94  -1.30
H  0.93  -0.14  5.98  0.32
H  0.85  1.09  4.69  0.05
H  2.32  0.09  4.87  0.40
C  2.85  -1.69  2.84  -1.19
H  3.36  -2.54  3.30  0.31
H  3.27  -0.77  3.27  0.37
H  3.04  -1.72  1.75  0.05
C  0.77  -3.43  1.25  -0.87
H  1.05  -4.44  1.61  0.41
H  1.62  -3.03  0.67  0.15
H  -0.10  -3.54  0.59  0.10
C  -1.36  1.32  -3.26  -0.33
C  -1.69  0.04  -3.68  -0.53
C  -1.15  -0.67  -4.88  -1.35
C  0.38  -0.58  -5.12  -1.16
C  1.21  -0.35  -3.93  -0.04
C  1.60  0.88  -3.44  -0.53
C  0.98  2.18  -3.84  -0.81
C  -0.50  2.21  -4.13  -1.28
H  -1.68  -0.29  -5.77  0.45
H  0.54  0.22  -5.84  0.36
H  -1.39  -1.74  -4.82  0.40
H  -0.63  1.97  -5.19  0.31
H  -1.91  1.87  -2.47  1.27
H  -2.60  -0.47  -3.33  0.76
H  -0.85  3.23  -3.90  0.44
H  1.19  2.96  -3.12  0.39
H  2.70  0.94  -3.23  0.50
H  1.52  2.55  -4.73  0.43
H  0.69  -1.52  -5.59  0.39
H  1.80  -1.23  -3.65  0.56
P  -1.37  -1.54  -0.92  0.63
C  -2.83  -0.24  -0.95  -1.63
C  -1.53  -2.80  -2.25  -1.34
P  2.00  -0.41  -0.80  1.13
C  0.15  -0.53  -1.49  0.64
C  3.36  -1.20  -1.73  -1.55
C  2.32  1.48  -0.78  -2.07
H  -2.78  0.57  -0.15  0.31
H  -3.72  -0.83  -0.65  0.51
H  -3.16  0.26  -1.89  0.39
H  -0.95  -2.74  -3.17  0.34
H  -2.55  -3.04  -2.55  0.46
H  -1.18  -3.73  -1.78  0.38
H  2.00  2.10  -1.64  0.42
H  3.43  1.60  -0.73  0.50
H  2.02  1.99  0.16  0.61
H  0.06  0.41  -2.10  -1.28
H  0.18  -1.09  -2.49  -0.41
H  4.17  -1.34  -1.01  0.44
H  3.82  -0.70  -2.59  0.44
H  3.09  -2.22  -2.05  0.40
C  0.35  4.18  3.40  -1.42
C  -0.76  3.16  3.17  1.13
C  -2.17  3.72  3.18  -1.43
O  -0.54  2.36  1.91  -0.49
H  0.52  4.83  2.53  0.31
H  1.28  3.67  3.69  0.31
H  0.12  4.88  4.22  0.39
H  -0.69  2.43  4.01  -0.33
H  -2.41  4.27  2.26  0.30
H  -2.88  2.90  3.33  0.31
H  -2.35  4.44  3.99  0.39

Results
**Total charge**: +1
**Highest occupied orbital energy (spin up / spin down)**: -8.90 / -8.62 eV
**F_max**: 0.0725 Eh/bohr
**Frontier orbital gap (spin up / spin down)**: 5.412 / 5.365 eV
**Relative energy (zero: lowest compared OMol25 entry of this formula, charge and spin)**: 239.5 kcal per mole

***

The following is a quantum chemistry calculation of one molecule with the formula C5H6 in a non-equilibrium geometry, from the Open Molecules 2025 dataset.

Last column: Mulliken charge in e.
Cartesian coordinates (Å):
C  1.37  0.23  0.04  0.50
C  0.14  0.52  0.09  0.14
C  2.66  -0.06  -0.03  -1.21
C  -1.35  0.92  -0.01  -0.28
C  -1.60  -0.58  -0.01  -0.62
H  3.29  -0.26  0.81  0.30
H  2.92  -0.26  -1.07  0.22
H  -1.86  1.57  0.76  0.27
H  -1.56  1.30  -1.08  0.18
H  -1.60  -1.31  -0.84  0.29
H  -1.75  -1.17  1.00  0.22

Results
**Highest occupied orbital energy (spin up / spin down)**: -7.62 / -7.65 eV
**F_max**: 0.0830 Eh/bohr
**Frontier orbital gap (spin up / spin down)**: 7.842 / 7.802 eV
**Relative energy (zero: lowest compared OMol25 entry of this formula, charge and spin)**: 101.2 kcal per mole

***

The following is a quantum chemistry calculation of a 4-piece molecular cluster, C24H57N overall in a non-equilibrium geometry, from the Open Molecules 2025 dataset.

Last column: Mulliken charge in e.
Cartesian coordinates (Å):
C  -4.51  0.85  -0.99  -2.02
C  -3.73  -0.31  -0.37  0.19
N  -2.67  0.12  0.58  0.35
C  -3.14  1.05  1.67  -0.58
C  -4.28  0.39  2.44  -1.67
C  -1.81  -1.07  1.04  0.72
C  -0.59  -0.67  1.85  -1.62
H  -4.92  0.67  -1.94  0.45
H  -3.89  1.68  -1.21  0.40
H  -5.07  1.08  -0.29  0.58
H  -3.10  -0.86  -1.02  0.11
H  -4.42  -1.15  0.06  0.20
H  -3.36  2.04  1.31  0.50
H  -2.16  1.33  2.23  0.27
H  -4.82  1.14  2.75  0.51
H  -3.68  -0.02  3.25  0.40
H  -5.08  -0.29  2.19  0.33
H  -1.52  -1.50  0.08  -0.72
H  -2.47  -1.69  1.66  0.43
H  -0.03  0.22  1.48  0.16
H  0.07  -1.42  1.88  0.64
H  -0.83  -0.55  3.02  0.25
C  -2.95  -4.17  -0.98  -1.36
C  -2.05  -3.76  -2.20  -1.04
C  -0.49  -3.90  -2.01  -0.58
C  -0.21  -5.29  -1.63  -1.14
C  1.30  -5.59  -1.47  -0.49
C  1.92  -5.12  -0.11  -1.68
H  -3.92  -3.96  -0.81  0.55
H  -2.41  -3.81  0.02  0.15
H  -2.93  -5.14  -0.65  0.54
H  -2.35  -2.88  -2.50  0.68
H  -2.37  -4.47  -3.10  0.41
H  -0.28  -3.37  -1.33  0.74
H  -0.20  -3.67  -3.06  0.17
H  -0.44  -5.99  -2.31  0.54
H  -0.78  -5.68  -0.83  0.56
H  1.92  -5.07  -2.17  0.34
H  1.48  -6.87  -1.60  0.24
H  2.82  -5.13  -0.33  0.63
H  1.72  -5.80  0.72  0.35
H  1.83  -4.18  0.34  0.44
C  6.29  0.77  -1.73  -1.35
C  4.81  0.66  -2.13  -0.50
C  4.16  -0.56  -1.47  -0.75
C  2.76  -0.86  -1.92  -0.24
C  1.76  0.35  -1.56  -0.44
C  0.24  0.01  -2.12  -0.92
H  6.99  1.75  -1.96  0.25
H  6.82  -0.01  -2.19  0.42
H  6.26  0.32  -0.80  0.41
H  4.73  0.50  -3.06  0.58
H  4.30  1.55  -1.66  0.19
H  4.29  -0.27  -0.35  0.28
H  4.81  -1.58  -1.74  0.24
H  2.66  -1.74  -1.40  0.15
H  2.66  -0.91  -3.07  0.26
H  2.05  1.41  -1.81  0.34
H  1.73  0.26  -0.55  0.36
H  0.18  -0.20  -3.14  0.60
H  -0.16  0.90  -1.59  0.22
H  -0.25  -0.87  -1.92  -0.06
C  0.25  3.93  4.90  -1.07
C  0.82  4.82  3.81  -0.57
C  0.23  4.49  2.46  -0.57
C  0.83  5.46  1.41  -0.69
C  0.16  5.33  0.01  -0.83
C  0.01  3.85  -0.36  -0.38
H  0.53  2.87  4.47  0.14
H  -0.91  4.08  4.93  0.24
H  0.78  4.07  5.74  0.47
H  1.90  4.62  3.75  0.32
H  0.67  5.85  4.05  0.43
H  -0.85  4.48  2.51  0.36
H  0.38  3.57  2.14  0.42
H  2.00  5.41  1.33  0.28
H  0.63  6.49  1.82  0.33
H  0.71  5.84  -0.79  0.35
H  -0.71  5.82  0.13  0.38
H  -0.37  3.97  -1.50  0.28
H  -0.61  3.21  0.24  -0.01
H  0.94  3.16  -0.50  0.14

Results
**Highest occupied orbital energy**: -7.91 eV
**F_max**: 0.2606 Eh/bohr
**Frontier orbital gap**: 8.681 eV
**Relative energy (zero: lowest compared OMol25 entry of this formula, charge and spin)**: 93.5 kcal per mole
**SMILES string**: CCN(CC)CC.CCCCCC.CCCCCC.CCCCCC

***

- Number 3 is which compound?
  C24H57N